{
  "formula": "C4H10N4",
  "method": "the ωB97M-V functional and the def2-TZVPD basis",
  "fmax_ev_per_a": 4.4,
  "energy_ha": -377.24925,
  "smiles": "[H]/N=C/CN.C=C=NN",
  "molar_mass_da": 114.15,
  "homo_lumo_gap_ev": 8.60,
  "charge": 0,
  "symbols": ["H", "N", "C", "C", "N", "H", "H", "H", "H", "H", "C", "C", "N", "N", "H", "H", "H", "H"],
  "xyz": [[0.10988, -0.00269, 2.16803], [0.97234, 0.22722, 1.67976], [0.82933, 0.75006, 0.52749], [1.89254, 0.26619, -0.63463], [2.63601, -0.91640, -0.31074], [0.58838, 1.79819, 0.32261], [1.39615, 0.14185, -1.59951], [2.57883, 1.11414, -0.70116], [2.01148, -1.71304, -0.23856], [3.09464, -0.80121, 0.58861], [-1.84217, -1.82382, -0.41661], [-1.60315, -0.55492, -0.27398], [-1.46996, 0.58377, 0.19354], [-2.12845, 1.73314, -0.22328], [-1.14073, -2.46045, -0.93328], [-2.74098, -2.29950, -0.05446], [-2.12892, 2.44728, 0.49464], [-3.05523, 1.51017, -0.58848]]
}